Here is a molecular structure, C24H50ClNO2P2Si2W from the Open Molecules 2025 dataset. Energies are from wB97M-V/def2-TZVPD.

Cartesian coordinates (Å):
W: -0.5115 -0.0484 -0.5733
C: 1.5881 -0.0924 -1.0757
C: 1.0238 -1.3156 -1.5696
C: 0.0625 -0.9470 -2.5806
Si: 1.8117 -2.9406 -1.1011
C: 0.0670 0.4597 -2.7171
C: 1.0293 1.0144 -1.8000
Si: 1.8045 2.7112 -1.6693
H: 2.3545 -0.0221 -0.3109
H: -0.5459 -1.6473 -3.1432
H: -0.5405 1.0408 -3.4049
Cl: -2.2685 0.0836 0.7984
C: 3.6652 2.6108 -1.6528
C: 1.2061 3.8389 -3.0231
C: 3.6705 -2.8031 -1.0642
C: 1.2682 -4.2981 -2.2509
H: 1.8215 3.6382 -3.9126
H: 1.3611 4.8871 -2.7321
H: 0.1540 3.6945 -3.2933
H: 4.0249 2.0733 -0.7627
H: 4.0756 3.6292 -1.6410
H: 4.0201 2.0969 -2.5562
H: 1.8856 -4.2282 -3.1591
H: 0.2144 -4.2398 -2.5465
H: 1.4570 -5.2759 -1.7864
H: 4.0464 -2.5072 -2.0526
H: 4.0947 -3.7815 -0.8026
H: 4.0036 -2.0634 -0.3245
C: 1.2192 3.1689 0.0631
C: 1.1879 -3.0769 0.6710
P: -0.4414 2.4700 0.3021
H: 1.2442 4.2576 0.2062
H: 1.9049 2.7006 0.7904
P: -0.4929 -2.3874 0.7385
H: 1.8222 -2.4544 1.3272
H: 1.2298 -4.1192 1.0148
C: -0.9451 -2.7128 2.5156
C: -1.5536 -3.6356 -0.2111
C: -1.5316 3.5384 -0.8194
C: -0.8400 3.0604 2.0200
C: -0.3311 2.0518 3.0496
H: -1.9407 3.0890 2.0497
C: -0.2938 4.4450 2.3779
H: 0.8022 4.4333 2.4297
H: -0.6682 4.7136 3.3749
H: -0.6007 5.2387 1.6926
H: -0.9267 1.1374 3.0371
H: -0.4094 2.4853 4.0559
H: 0.7221 1.7797 2.8855
H: -1.2408 3.1887 -1.8220
C: -1.2772 5.0507 -0.7454
C: -3.0248 3.2448 -0.6254
H: -0.2205 5.3392 -0.7759
H: -1.7416 5.4872 0.1487
H: -1.7607 5.5236 -1.6142
H: -3.3662 2.4656 -1.3135
H: -3.6056 4.1522 -0.8488
H: -3.2755 2.9333 0.3971
H: -1.2534 -3.4498 -1.2540
C: -3.0514 -3.3264 -0.0813
C: -1.2885 -5.1119 0.1139
H: -0.2285 -5.3890 0.1446
H: -1.7566 -5.7263 -0.6707
H: -1.7618 -5.3999 1.0619
H: -3.3890 -2.6697 -0.8886
H: -3.3157 -2.8570 0.8756
H: -3.6244 -4.2623 -0.1624
C: -0.5000 -1.5440 3.3908
C: -0.3818 -4.0077 3.1090
H: -2.0451 -2.7675 2.5147
H: 0.7121 -3.9642 3.1767
H: -0.6612 -4.9113 2.5628
H: -0.7701 -4.1119 4.1308
H: 0.5541 -1.2755 3.2244
H: -0.6112 -1.8197 4.4483
H: -1.1194 -0.6628 3.2138
C: -2.6752 -0.1946 -2.0143
H: -2.5237 -0.3060 -3.0890
H: -3.2310 -1.0443 -1.6288
H: -3.2050 0.7315 -1.8104
O: 3.7449 1.2260 1.6380
N: 3.0896 0.1643 1.6488
O: 2.8041 -0.4567 2.6813

For the energy above the lowest of the compared OMol25 structures with the same formula, charge and spin, the calculation gives 0.00 kJ/mol. As for the expectation value of S²: 2.014. As for the spin multiplicity: 3.

Results of the Löwdin charge analysis, in e, for atoms 1 through 6: atom 1 (W): 0.990, atom 2 (C): -0.270, atom 3 (C): -0.406, atom 4 (C): -0.200, atom 5 (Si): 0.511, atom 6 (C): -0.199

***

Here is a molecular structure, C5H11NO from the Open Molecules 2025 dataset. Energies are from wB97M-V/def2-TZVPD.

Cartesian coordinates (Å):
C: -0.3715 0.3361 -0.7540
C: 1.9888 -0.1682 0.5056
C: 0.2513 1.1299 1.8643
C: -1.9347 -0.6308 -2.2397
C: 0.5409 -0.0303 0.9396
N: -1.0502 -0.6346 -1.1139
O: -0.0369 -1.1981 1.3898
H: -0.2641 1.3401 -1.1553
H: 2.6198 -0.3702 1.3705
H: 2.3335 0.7448 0.0280
H: 2.0948 -0.9920 -0.1992
H: -0.0208 2.0249 1.3094
H: -0.5729 0.8540 2.5217
H: 1.1262 1.3574 2.4754
H: -1.5816 -1.3603 -2.9667
H: -2.0381 0.3483 -2.7226
H: -2.9113 -0.9646 -1.8842
H: -0.1733 -1.7863 0.6313

For the energy above the lowest of the compared OMol25 structures with the same formula, charge and spin, the calculation gives 241.73 kJ/mol.

Results of the natural (NBO) charge analysis, in e, for atoms 1 through 6: atom 1 (C): 0.100, atom 2 (C): -0.654, atom 3 (C): -0.656, atom 4 (C): -0.430, atom 5 (C): 0.318, atom 6 (N): -0.472

***

Here is a single CH5ClNOP molecule from the Open Molecules 2025 dataset. Energies are from wB97M-V/def2-TZVPD.

Cartesian coordinates (Å):
C: 0.9139 -0.2990 -1.2381
N: -0.6846 0.0806 1.0770
O: -0.2708 -0.5685 2.3111
P: 0.2081 1.1915 -0.2764
Cl: -1.5067 1.3943 -1.2687
H: -0.0156 -0.8380 -1.4324
H: 1.3040 0.2788 -2.0962
H: 1.4683 -0.7776 -0.3979
H: -0.1643 -1.3966 1.9666
H: -1.2522 0.9345 1.3550

For the energy above the lowest of the compared OMol25 structures with the same formula, charge and spin, the calculation gives 436.46 kJ/mol. As for the SMILES: CP(Cl)NO.

Results of the natural (NBO) charge analysis, in e, for atoms 1 through 6: atom 1 (C): -0.939, atom 2 (N): -0.624, atom 3 (O): -0.553, atom 4 (P): 0.866, atom 5 (Cl): -0.272, atom 6 (H): 0.241

***

Here is 2 unconnected molecules or ions with the total composition C4H7N3 from the Open Molecules 2025 dataset. Energies are from wB97M-V/def2-TZVPD.

Cartesian coordinates (Å):
C: 0.0031 1.1281 2.0030
N: -0.6067 0.4041 0.9015
C: -0.4242 -0.9061 0.7447
N: -0.8275 -1.7058 -0.0909
N: -0.6838 -2.5278 -1.0289
C: 0.9357 -0.1093 -2.1686
C: 1.2933 1.0363 -2.0648
H: 0.1840 0.4266 2.8195
H: 0.9584 1.5818 1.7111
H: -0.6742 1.9130 2.3553
H: -0.8529 0.9498 0.0834
H: -1.5299 -3.1076 -1.0614
H: 0.5967 -1.1306 -2.2188
H: 1.6278 2.0474 -1.9850

For the energy above the lowest of the compared OMol25 structures with the same formula, charge and spin, the calculation gives 491.57 kJ/mol.

Results of the natural (NBO) charge analysis, in e, for atoms 1 through 6: atom 1 (C): -0.397, atom 2 (N): -0.603, atom 3 (C): 0.290, atom 4 (N): -0.103, atom 5 (N): -0.488, atom 6 (C): -0.243

***

Here is 3 unconnected molecules or ions with the total composition C3H10IN2O2 from the Open Molecules 2025 dataset. Energies are from wB97M-V/def2-TZVPD.

Cartesian coordinates (Å):
I: 3.6859 -0.1121 -1.3387
C: -1.9892 0.1464 -1.5105
C: -0.5507 0.5326 -1.7508
O: 0.0357 -0.8024 -1.9869
H: -2.3068 -0.3424 -2.4315
H: -2.5921 1.0527 -1.4538
H: -2.3321 -0.4476 -0.6633
H: -0.2743 0.9651 -0.7892
H: -0.5326 1.2491 -2.5720
H: 0.9805 -0.6390 -1.9389
C: 0.6124 -0.5342 1.7473
O: 0.1897 -1.3781 0.9177
N: 0.3906 -0.7014 2.9986
N: 1.2328 0.5673 1.4086
H: -0.0647 -1.5539 3.2921
H: 0.7862 0.0035 3.6041
H: 1.5088 0.6295 0.4391
H: 1.2196 1.3648 2.0283

The total charge is -2. As for the expectation value of S²: 0.750. As for the spin multiplicity: 2.

Results of the natural (NBO) charge analysis, in e, for atoms 1 through 6: atom 1 (I): -1.004, atom 2 (C): -0.622, atom 3 (C): -0.087, atom 4 (O): -0.739, atom 5 (H): 0.179, atom 6 (H): 0.164

***

Computed E (eV) in order:
-79964.041 -8899.192 -26464.438 -8726.585 -18448.080